*a*
The following is a DFT calculation (the ωB97M-V functional and the def2-TZVPD basis) of C28H41IrN7O8PS3 as an isolated structure.

XYZ file:
```
89
Properties=species:S:1:pos:R:3:mulliken_charge:R:1
Ir -0.0464 -0.5326 0.6172 3.02
S 3.0264 -1.1127 1.0591 1.88
S 0.4599 -2.9522 0.4411 0.85
S -2.7419 2.8898 -0.3984 -0.33
P -3.4333 -1.4754 -0.5491 1.06
O 2.1532 0.5915 -2.5261 -0.66
O 0.6096 -0.4176 -1.2794 -1.18
O 3.5734 -1.5069 -0.2104 -0.83
O -2.2509 -1.1111 0.3182 -0.42
O -0.2889 -0.5675 2.6938 -0.13
O -0.6304 -3.0167 -0.6999 -0.36
O -3.6047 -0.8960 -1.9266 -1.03
O 2.4549 -2.2090 1.8550 -0.79
N -0.7744 1.3578 0.3346 1.34
N -5.5215 0.1919 -0.6867 -0.17
N -2.5322 -0.4777 3.0464 0.28
N -2.7133 -4.0546 -1.3065 -0.67
N 1.8535 -0.0004 0.9427 -0.36
N -1.4789 1.0878 -1.8956 0.00
N -1.0174 -0.1543 4.7625 0.06
C 6.5778 -0.0860 2.5349 -0.90
C -2.4367 4.0670 2.1476 -0.54
C -2.0351 0.0968 5.7665 -1.10
C 6.2586 0.6348 3.6805 0.94
C 4.2601 -0.3378 2.0234 -0.39
C -0.2485 2.3439 2.5592 0.06
C -1.2648 -0.4044 3.4728 -0.90
C -1.5050 -4.4512 1.6271 -0.98
C 5.5866 -0.5795 1.7000 -0.45
C 3.9091 0.3814 3.1617 -0.30
C 4.9114 0.8655 3.9771 -0.80
C 1.6958 0.3780 -1.4440 0.95
C -0.6119 3.2803 3.5142 -0.79
C 0.2497 -3.7254 3.1156 -0.65
C -0.3045 -3.7842 1.8403 0.80
C -1.6518 -4.9590 3.9883 0.81
C -2.3723 -5.5811 5.1482 -1.65
C -2.1673 -5.0284 2.6978 -1.17
C -0.4291 -4.3152 4.1679 -0.99
C -3.7589 -3.2691 -0.6338 -0.74
C 1.6722 -4.0805 -0.2349 -1.43
C -1.7046 4.1237 3.3227 -0.70
C -1.5593 1.6388 -0.7089 -0.11
C 2.1665 0.9812 -0.1193 -0.86
C 7.3325 1.1760 4.5789 -1.44
C -1.0097 2.2476 1.4022 -1.39
C -4.9834 -0.8191 0.2839 -1.15
C -2.0676 3.1279 1.1983 0.85
H -1.5443 0.3510 6.7009 0.37
H 7.1131 0.9580 5.6241 0.37
H 2.8643 0.5518 3.3870 0.13
H -6.5169 0.0912 -0.8725 0.38
H 8.3054 0.7556 4.3340 0.37
H 1.0973 -4.9673 -0.4985 0.55
H -3.4266 -5.7368 4.9269 0.40
H -1.9373 -6.5532 5.3879 0.34
H -3.2980 -0.4460 3.6946 0.28
H 0.0122 -4.2773 5.1565 0.50
H 0.6151 1.7054 2.6904 0.48
H -3.0551 -4.9962 -1.4655 0.25
H -5.7227 -1.6059 0.4188 0.51
H -4.9348 -0.0063 -1.5614 0.37
H -0.7244 0.4157 -2.0675 0.34
H 2.1072 -3.5932 -1.1059 0.46
H -4.7173 -3.3414 -1.1606 0.53
H 2.4247 -4.2763 0.5201 0.41
H 1.1914 -3.2343 3.2895 0.66
H -2.1646 1.2895 -2.6016 0.18
H -1.9366 -4.5430 0.6406 0.69
H -2.6659 0.9402 5.4787 0.31
H 7.4000 2.2609 4.4790 0.31
H -3.9009 -3.6471 0.3827 0.32
H 4.6559 1.4348 4.8626 0.42
H 5.8332 -1.1404 0.8089 0.52
H -1.2490 -3.7506 -0.9261 0.57
H -0.0443 -0.1365 5.0166 0.31
H -2.6552 -0.7849 5.9426 0.29
H -2.6646 -0.7276 2.0721 -0.33
H -0.0194 3.3762 4.4147 0.50
H -5.3318 1.1495 -0.3944 0.27
H 7.6165 -0.2638 2.2882 0.36
H -4.7903 -0.3460 1.2415 0.29
H -3.2473 4.7597 1.9647 0.46
H -3.0962 -5.5572 2.5220 0.44
H 1.5640 1.8704 0.0539 0.29
H -1.9649 4.8510 4.0791 0.44
H 3.2192 1.2543 -0.1657 0.37
H -2.2883 -4.9621 6.0407 0.39
H -2.5313 -3.6602 -2.2250 0.37
```

Calculated values
gap between HOMO and LUMO = 0.292 Ha
total charge = +2

=====

*b*
The following is a DFT calculation (the ωB97M-V functional and the def2-TZVPD basis) of C28H41IrN7O8PS3 as an isolated structure.

XYZ file:
```
89
Properties=species:S:1:pos:R:3:mulliken_charge:R:1
Ir -0.5359 -0.1099 -0.1034 2.54
S -0.3981 1.2926 -2.5647 0.98
S 1.2806 -4.3460 -0.1935 -0.28
S 1.0126 2.2600 3.5390 1.00
P -3.0839 -1.4849 -0.5068 1.45
O -1.9095 -1.3956 -1.4797 -1.03
O 0.0852 2.5062 -3.1335 -0.71
O 1.5244 1.1634 4.4615 -0.92
O -1.6321 1.2868 1.2010 -1.14
O -0.7359 3.3068 1.5823 -0.58
O 0.6591 0.3765 -2.0191 -0.89
O 0.9703 0.6559 0.9361 -0.38
O -2.7864 -1.7074 0.9279 -0.99
N -4.1105 0.5817 0.8135 -0.01
N 2.9249 -0.0631 0.0218 0.07
N 1.1780 -2.4075 -2.0201 -0.24
N -3.1556 -3.6027 -2.2049 -0.06
N 0.3942 -1.9459 0.1494 1.54
N -1.4345 1.4643 -1.3537 -0.45
N 2.5430 -0.2390 2.2934 1.24
C -0.1902 -2.0275 2.5845 -0.14
C -4.1300 0.0208 -0.5676 -0.93
C 2.1336 0.0893 1.0907 -0.88
C 2.3938 3.9642 1.8243 -0.68
C -2.7756 -1.3757 -5.3668 0.87
C 3.7166 2.5382 3.2445 -0.48
C 2.4816 3.0121 2.8334 0.22
C 0.9207 -2.7464 -0.7513 0.26
C 4.8075 3.9514 1.6114 0.86
C -0.6503 -0.6802 -4.4442 -0.40
C -0.2127 -2.8068 3.7248 -1.03
C -2.6451 0.5610 -3.9234 -0.52
C -1.3984 -1.5369 -5.2378 -1.08
C 4.8715 3.0231 2.6446 -0.80
C -1.4404 2.7649 -0.6543 -0.93
C -3.5864 -2.3167 -6.2148 -1.63
C 0.7059 -3.9172 1.3954 0.39
C 0.2703 -2.5983 1.4046 -0.35
C 0.6724 -4.7129 2.5334 -0.47
C 3.8248 -0.8572 2.5619 -1.42
C 6.0513 4.4362 0.9206 -1.54
C 0.2072 -4.1394 3.7013 -0.84
C 3.5530 4.4273 1.2280 -0.84
C -3.3830 -0.2995 -4.7165 -0.76
C 0.5481 3.6018 4.6262 -1.22
C -1.2141 2.5088 0.8246 0.60
C -4.0510 -2.8990 -1.2151 -0.93
C -1.2829 0.3470 -3.7654 0.21
H 6.3095 5.4424 1.2554 0.33
H -4.9357 -2.5535 -1.7460 0.42
H 3.7623 1.8106 4.0448 0.64
H 1.4180 3.8984 5.2083 0.41
H -3.1261 1.0006 1.0099 0.12
H 1.6987 -3.0311 -2.6111 0.23
H 2.5428 0.1467 -0.8866 0.19
H -0.5230 -0.9971 2.6060 0.19
H -3.0914 -3.2800 -6.3338 0.40
H -0.2258 3.2070 5.2818 0.44
H -3.6564 0.7356 -1.2389 0.04
H 0.1680 4.4276 4.0291 0.34
H -4.1912 -0.1761 1.4995 0.44
H -3.6288 -3.8298 -3.0789 0.37
H 3.8306 -0.4931 0.0880 0.20
H 1.0200 -1.4494 -2.3079 0.06
H 5.8383 2.6740 2.9875 0.42
H 1.4300 4.3431 1.5101 0.48
H 1.0023 -5.7423 2.5084 0.48
H -2.7556 -4.4551 -1.8121 0.40
H 0.1723 -4.7297 4.6063 0.44
H 3.8203 -1.2094 3.5895 0.40
H -2.3681 -2.9408 -2.3936 0.02
H 3.9765 -1.7199 1.9099 0.44
H -0.9047 -2.3436 -5.7660 0.45
H -5.1496 -0.1850 -0.8902 0.61
H -4.4458 -0.1297 -4.8431 0.48
H 4.6500 -0.1517 2.4354 0.31
H -4.8353 1.2802 0.9680 0.42
H -0.5638 -2.3764 4.6523 0.52
H 5.9048 4.4837 -0.1582 0.37
H 6.9004 3.7892 1.1322 0.38
H -2.4411 3.1976 -0.7561 0.28
H 1.9995 0.1430 3.0970 0.11
H 0.4206 -0.8083 -4.3650 0.68
H -0.7224 3.4886 -1.0355 0.54
H -3.1207 1.3981 -3.4300 0.57
H 3.4857 5.1670 0.4395 0.43
H -4.5868 -2.4688 -5.8080 0.40
H -3.7196 -1.9036 -7.2164 0.38
H -4.3467 -3.5838 -0.4247 0.46
```

Calculated values
gap between HOMO and LUMO (spin up / spin down) = 0.232 / 0.224 Ha
total charge = +2

=====

*c*
The following is a DFT calculation (the ωB97M-V functional and the def2-TZVPD basis) of C28H41IrN7O8PS3 as an isolated structure.

XYZ file:
```
89
Properties=species:S:1:pos:R:3:mulliken_charge:R:1
Ir -0.2104 -0.7739 0.7234 3.79
S -2.0695 3.3290 -0.1192 -0.27
S -0.0186 -3.0661 0.5529 1.10
S 2.8273 -1.1915 1.4752 2.03
P -3.3566 -1.4604 -0.7355 1.21
O 3.3824 -1.8786 0.3338 -0.88
O 1.8153 0.2442 -2.5575 -0.65
O 2.2183 -2.0120 2.5022 -0.93
O -0.8557 -3.3573 -0.7147 -0.60
O -3.0885 -1.2248 -2.1855 -1.10
O -2.3378 -1.1470 0.3478 -0.60
O -0.5387 -0.8469 2.7944 -0.20
O 0.3418 -0.7101 -1.1983 -1.30
N -2.7547 -0.3819 3.0739 0.00
N -3.1348 -4.0841 -1.2712 -0.44
N 1.6860 -0.1123 1.0249 -0.85
N -4.8162 0.6030 -1.6001 -0.19
N -0.7100 1.2448 0.6151 1.86
N -1.4156 1.2538 -1.6409 0.01
N -1.3024 -0.5456 4.8647 -0.02
C 6.3952 0.4399 2.2548 -0.93
C 3.7993 0.6823 3.2052 -0.26
C -0.6946 2.1397 1.7121 -1.15
C -4.0155 -3.1504 -0.5475 -0.71
C 4.8145 1.4339 3.7598 -0.97
C -0.0566 2.9918 3.8468 -0.92
C -1.4391 3.3000 1.5103 0.48
C -2.1171 -5.7224 2.7447 -1.10
C -1.5366 4.2980 2.4668 -0.50
C -1.6493 -5.4939 4.0368 0.81
C 4.0932 -0.1944 2.1657 -0.56
C -0.6948 -4.4943 4.2280 -1.12
C 6.1282 1.3253 3.2927 0.96
C -0.7202 -3.9771 1.9003 0.51
C -1.6505 -4.9808 1.6713 -0.91
C -0.8479 4.1224 3.6542 -0.83
C 1.4505 0.0180 -1.4402 0.59
C 7.2171 2.1642 3.8962 -1.42
C 2.0908 0.6109 -0.1952 -0.81
C 0.0374 1.9998 2.8849 0.82
C -0.2203 -3.7311 3.1764 -0.14
C -1.5177 -0.6002 3.5473 -0.72
C -2.3178 -0.2519 5.8603 -1.07
C -4.7955 -0.3103 -0.4035 -1.15
C -2.1195 -6.3328 5.1881 -1.60
C 1.4528 -3.9912 0.1920 -1.47
C -1.3217 1.7850 -0.4251 -0.36
C 5.3862 -0.3225 1.6841 -0.18
H 0.6831 1.1452 3.0082 -0.20
H 2.7859 0.7671 3.5748 0.14
H -3.5361 -0.2536 3.6912 0.26
H 0.5179 2.8977 4.7593 0.51
H -0.9460 0.3668 -1.8421 0.20
H -2.8901 -0.5622 2.0878 -0.17
H -0.3455 -0.6846 5.1444 0.30
H 7.1789 2.1294 4.9850 0.37
H -1.7591 1.8061 -2.4067 0.27
H -3.0856 -1.0275 5.8883 0.30
H -1.9997 -5.2173 0.6769 0.61
H -2.2307 -5.7362 6.0926 0.39
H -1.8437 -0.2152 6.8363 0.35
H 2.0728 -3.9877 1.0851 0.42
H -1.8098 -3.8474 -0.7653 0.31
H -3.0692 -6.8172 4.9698 0.41
H -1.3883 -7.1148 5.4019 0.32
H -5.0302 -3.1529 -0.9556 0.63
H -4.1807 0.1165 -2.2962 0.33
H -4.6542 0.2853 0.4944 0.34
H 1.0984 -4.9871 -0.0690 0.58
H 3.1710 0.6312 -0.3299 0.60
H -2.7798 0.7203 5.6777 0.32
H -5.7495 -0.8290 -0.3442 0.51
H 4.5947 2.1178 4.5707 0.42
H -0.3023 -4.3188 5.2222 0.51
H -3.0755 -3.7968 -2.2480 0.32
H 1.7585 1.6495 -0.1199 0.27
H 5.5944 -1.0072 0.8738 0.54
H 0.5343 -2.9735 3.3291 0.57
H 1.9676 -3.4936 -0.6262 0.47
H 7.1032 3.2080 3.5981 0.31
H -4.4220 1.5168 -1.3750 0.22
H -5.7479 0.7432 -1.9875 0.39
H -2.1119 5.1953 2.2836 0.45
H -3.5186 -5.0238 -1.2609 0.31
H -0.8974 4.8853 4.4185 0.44
H 8.2012 1.8292 3.5754 0.37
H 7.4075 0.3425 1.8840 0.36
H -4.0675 -3.4212 0.5087 0.27
H -2.8415 -6.5080 2.5702 0.43
```

Calculated values
gap between HOMO and LUMO = 0.292 Ha
total charge = +2

=====

*c* is the most stable structure; the next one sits 118.2 kJ/mol above it.